Entry 1:
2 unconnected molecules or ions with the total composition C10H7O2. Source: the OMol25 dataset; level of theory: wB97M-V/def2-TZVPD.

Cartesian coordinates (Å):
C: 2.0626 -0.3956 -1.2299
C: 2.2933 0.8787 -0.6577
C: 0.9363 -1.1743 -1.1331
C: 1.2412 1.4591 0.0386
C: -1.4546 -1.0702 -0.4354
C: -2.4842 -0.1706 -0.0744
C: -0.1591 -0.5603 -0.5151
C: -2.1313 1.0472 0.4790
C: 0.0774 0.7479 0.1067
C: -0.1435 -0.7908 2.4008
O: 0.2494 -1.2204 3.3480
O: -0.9367 1.4802 0.5902
H: 3.0535 -0.7935 -1.6304
H: 3.2515 1.3357 -0.5934
H: 0.9362 -2.2610 -1.4781
H: 1.4011 2.4658 0.6122
H: -1.6829 -2.0227 -0.7867
H: -3.5601 -0.5941 -0.0532
H: -2.9503 1.6388 1.0120

Forces on the atoms, in the same order (eV/Å):
3.603 -0.747 -0.533
-2.347 -0.618 1.011
0.706 -0.781 -0.233
2.328 1.741 0.928
-0.698 3.075 -0.074
-0.637 -2.358 0.358
0.186 1.469 1.015
-3.763 -0.409 1.258
-0.615 -0.595 -2.023
-0.526 0.365 -0.312
0.495 -0.517 1.013
0.155 0.105 0.375
-1.805 0.014 0.141
0.633 0.150 -0.530
-0.188 1.795 0.359
-0.674 -2.051 -1.256
-0.316 -1.593 -0.465
1.904 1.318 -0.014
1.557 -0.365 -1.016

## Properties
Energy relative to the best compared isomer or geometry (same formula, charge and spin), kcal/mol: 0.8
Charge: +1
Lowest unoccupied orbital energy, eV: -5.6
Gap between HOMO and LUMO, eV: 8.314
DFT total energy, eV: -14569.660

=====

Entry 2:
C10H8 in the gas phase. Source: the OMol25 dataset; level of theory: wB97M-V/def2-TZVPD.

Cartesian coordinates (Å):
C: 1.9757 1.2866 0.1301
C: 2.4745 -0.0163 0.1479
C: 0.6236 1.5471 0.1242
C: 1.7020 -1.1456 -0.0265
C: -0.1394 0.3664 0.1923
C: 0.3618 -0.9158 0.0894
C: -2.5690 0.7203 0.8823
C: -1.5162 -0.0817 0.2360
C: -1.0301 -1.5289 0.2115
C: -2.6496 0.5604 -0.5352
H: 2.6474 2.0584 0.0172
H: 3.6311 -0.0034 0.1218
H: 0.1585 2.5195 0.1925
H: 2.1528 -2.0455 -0.0785
H: -1.2193 -2.1576 -0.7170
H: -1.0459 -2.2306 1.0889
H: -3.3432 -0.1990 -0.9016
H: -2.2148 1.2659 -1.1754

Forces on the atoms, in the same order (eV/Å):
-1.067 -1.242 -0.039
2.972 1.240 -1.055
-1.193 -1.486 0.637
-0.623 2.227 1.160
1.203 1.698 -0.518
-0.534 0.414 0.204
-0.464 0.192 2.111
-1.765 -0.454 -0.161
1.341 -2.576 -0.600
1.071 -1.989 -0.716
1.465 1.665 0.170
-2.019 -0.693 0.051
0.214 0.171 -0.208
1.228 -3.015 -0.279
-0.507 0.935 1.029
-0.646 0.964 -0.529
-0.255 0.573 -0.087
-0.423 1.375 -1.170

## Properties
Energy relative to the best compared isomer or geometry (same formula, charge and spin), kcal/mol: 109.8
Charge: 0
Lowest unoccupied orbital energy (alpha / beta), eV: -0.7 / -0.7
Gap between HOMO and LUMO (alpha / beta), eV: 7.427 / 7.427
DFT total energy, eV: -10493.038

=====

Entry 3:
33 unconnected molecules or ions with the total composition C10H84FN2O34S2. Source: the OMol25 dataset; level of theory: wB97M-V/def2-TZVPD.

Cartesian coordinates (Å):
C: 2.4942 -1.2484 -0.0161
C: 1.4059 -0.3640 -0.6126
C: 0.8831 -0.7406 -2.0090
N: -0.5596 -1.0462 -1.9415
C: -1.0842 -2.2313 -2.4422
N: -2.3690 -1.9328 -3.1947
C: -3.4373 -2.3336 -2.6134
C: -3.1788 -3.0433 -1.3404
C: -3.6608 -2.3383 -0.0508
C: -2.9577 -1.0348 0.3619
C: -3.1972 0.1819 -0.5289
S: -2.0984 1.5797 -0.1250
C: -1.6699 -3.3610 -1.5267
S: -0.6672 -3.8883 -0.1744
O: -0.5106 -2.8938 0.8310
O: 0.4612 -4.5662 -0.7180
F: -1.6480 -4.9740 0.3771
H: 2.0937 -1.9035 0.7639
H: 2.9758 -1.9074 -0.7434
H: 3.2873 -0.6698 0.4486
H: 0.5636 -0.2696 0.0806
H: 1.8147 0.6416 -0.7137
H: 1.0088 0.1212 -2.6612
H: 1.4682 -1.5482 -2.4452
H: -0.8941 -0.8573 -1.0068
H: -0.3925 -2.7170 -3.1304
H: -2.3681 -1.3886 -4.0511
H: -4.4265 -2.1349 -3.0105
H: -3.7417 -3.9833 -1.3611
H: -4.7322 -2.1466 -0.1209
H: -3.5371 -3.0513 0.7667
H: -1.8963 -1.2076 0.5287
H: -3.3520 -0.7812 1.3490
H: -4.2082 0.5585 -0.3876
H: -3.0580 -0.0080 -1.5914
H: -1.0399 1.2857 -0.8851
H: -1.6419 -4.2505 -2.1638
O: -3.1867 4.5228 1.8089
H: -3.2191 3.6727 1.3527
H: -2.5626 5.0313 1.2802
O: 1.4613 -1.7820 -4.7599
H: 1.6746 -2.6157 -5.1916
H: 1.9565 -1.1337 -5.2786
O: 1.8441 1.1195 2.0290
H: 1.5760 0.4427 2.6672
H: 2.3104 1.7798 2.5684
O: 3.8420 -1.0491 -6.5706
H: 3.9932 -1.5728 -7.3667
H: 4.6972 -0.6289 -6.4186
O: 2.8545 1.0947 -3.7551
H: 3.0065 0.5765 -4.5512
H: 3.7153 1.5201 -3.6313
O: 3.0353 2.9812 3.8715
H: 2.8839 3.9076 3.6506
H: 3.6204 3.0076 4.6429
O: 3.8481 1.9067 -0.1955
H: 3.4244 1.4448 0.5436
H: 4.7555 2.0653 0.0867
O: -2.5821 0.7733 3.0485
H: -2.0454 0.3789 3.7446
H: -1.9582 1.0111 2.3503
O: 5.1695 0.9971 4.7253
H: 4.5439 0.5558 4.1407
H: 5.3284 0.3513 5.4256
O: 0.2147 -3.4071 -7.2531
H: -0.2936 -3.0214 -6.5340
H: 0.4993 -4.2697 -6.9351
O: -6.3320 -0.5255 -0.0730
H: -6.5111 -0.2953 0.8522
H: -6.9318 0.0558 -0.5562
O: 4.7542 4.1220 1.6269
H: 4.1019 3.6780 1.0653
H: 4.9292 3.4886 2.3299
O: -8.1325 0.0838 2.1439
H: -8.1210 -0.6958 2.7082
H: -9.0646 0.2025 1.9162
O: 5.3303 5.0942 -1.1556
H: 5.2878 6.0275 -1.3762
H: 5.1976 5.0197 -0.2027
O: 7.3076 3.0291 -2.3205
H: 6.6620 3.6922 -2.0332
H: 7.5572 2.5628 -1.5124
O: 3.8810 -0.2521 6.9931
H: 3.2511 0.2716 7.5030
H: 4.0878 -1.0094 7.5540
O: 1.7882 -1.9525 5.8831
H: 2.0885 -2.5966 5.2325
H: 2.5662 -1.3929 6.0399
O: 0.9266 3.2554 -0.8021
H: 1.4276 2.7408 -1.4473
H: 0.9421 2.7177 -0.0008
O: -6.0270 -4.3257 -0.5025
H: -6.0444 -5.1443 0.0052
H: -6.9566 -4.1321 -0.6721
O: -5.6226 3.3361 3.1672
H: -5.7298 2.4821 2.7380
H: -4.9371 3.7948 2.6666
O: 5.2319 -2.9328 0.9578
H: 4.5955 -3.3402 0.3623
H: 5.4833 -3.6323 1.5683
O: 5.6080 1.3182 -4.1060
H: 5.3805 1.9954 -4.7518
H: 6.1871 1.7730 -3.4700
O: -8.1816 -2.3364 -1.9920
H: -7.8171 -1.9926 -1.1623
H: -7.4613 -2.2707 -2.6254
O: 9.6007 1.6837 -1.4513
H: 9.5369 2.3952 -2.0992
H: 10.5045 1.3635 -1.5165
O: 7.3551 3.1374 4.0173
H: 7.7374 3.1121 4.8987
H: 6.5504 2.6106 4.0709
O: 5.6794 -1.6592 -8.5982
H: 5.9169 -2.4893 -9.0235
H: 6.1462 -0.9845 -9.1011
O: 4.8897 3.0904 6.5789
H: 5.2547 2.4250 5.9806
H: 5.6232 3.6434 6.8622
O: -9.1557 -5.3998 -1.5590
H: -8.8631 -4.4863 -1.6491
H: -8.5220 -5.9228 -2.0587
O: -7.3561 3.5251 5.8387
H: -7.0480 3.8982 6.6691
H: -6.5945 3.5690 5.2462
O: -5.5465 3.8555 -0.4027
H: -5.4654 4.5912 -1.0177
H: -5.4614 4.2719 0.4632
O: 0.2501 -0.9441 3.3957
H: -0.3417 -1.4329 2.8132
H: 0.5820 -1.5862 4.0361
O: -10.5654 -0.8470 0.5576
H: -11.3767 -0.8511 0.0396
H: -10.5697 -1.6911 1.0206

Forces on the atoms, in the same order (eV/Å):
-0.023 -0.642 0.346
0.236 0.466 -0.363
0.275 0.392 0.222
-0.157 -0.405 0.472
0.462 -0.533 -0.062
-0.438 -0.523 -0.213
0.203 0.492 0.315
0.172 -0.651 0.434
0.119 0.692 0.093
-0.345 -0.129 0.042
0.234 0.142 -0.011
-0.215 0.204 0.145
-0.569 0.034 -0.572
0.878 0.356 -0.212
-0.191 -0.368 -0.032
-0.480 0.188 0.238
-0.015 -0.011 0.114
-0.005 0.036 -0.039
-0.093 0.199 -0.200
-0.017 0.022 -0.017
0.140 0.001 0.084
-0.030 -0.067 0.112
0.063 -0.172 -0.121
-0.258 -0.101 0.009
-0.141 0.094 -0.084
0.054 0.384 -0.176
0.125 0.112 0.057
0.075 0.108 -0.016
-0.051 0.088 -0.084
0.082 -0.152 -0.167
0.004 -0.108 -0.136
0.005 0.067 -0.062
0.123 -0.007 0.017
0.010 -0.041 -0.081
-0.077 -0.028 -0.017
-0.027 -0.028 -0.099
0.045 -0.047 0.126
-0.138 -0.192 -0.172
0.178 -0.036 -0.018
-0.045 0.123 0.066
-0.367 -0.188 -0.069
0.178 0.098 -0.135
0.117 -0.154 -0.082
0.488 0.251 0.007
-0.313 -0.119 -0.160
-0.212 0.026 0.144
-0.211 0.128 0.266
0.081 0.167 -0.036
-0.065 -0.130 0.065
-0.273 0.205 -0.111
0.016 -0.076 0.011
0.094 -0.265 0.266
0.210 0.110 0.013
-0.022 -0.010 -0.026
-0.110 -0.035 0.105
-0.029 0.185 0.244
-0.076 -0.079 -0.006
0.080 -0.179 -0.144
-0.079 -0.152 -0.034
0.087 0.098 0.013
0.066 0.067 0.066
0.228 -0.169 -0.143
-0.054 0.166 -0.068
-0.128 0.047 0.079
0.067 -0.060 0.042
0.061 0.063 0.009
-0.067 -0.051 -0.066
-0.073 -0.046 -0.198
-0.329 -0.041 -0.049
0.026 0.117 0.090
-0.133 0.017 -0.320
-0.138 0.008 0.033
0.069 0.105 0.094
0.119 -0.140 0.062
-0.021 0.092 0.128
0.044 0.030 -0.186
0.098 -0.300 -0.217
-0.005 0.045 0.097
0.125 0.117 0.130
-0.279 -0.168 0.019
-0.019 0.235 0.084
0.053 -0.040 -0.056
-0.044 -0.385 -0.022
0.111 0.159 -0.024
0.031 0.097 0.120
0.079 -0.100 -0.378
0.083 -0.141 0.173
-0.141 0.127 0.039
-0.244 -0.198 0.010
0.138 0.129 0.048
0.155 0.014 0.041
0.035 -0.081 -0.061
-0.040 0.006 0.006
-0.006 -0.022 -0.016
-0.108 0.046 -0.107
-0.034 -0.035 0.077
0.148 0.091 0.276
-0.052 0.009 0.101
0.007 0.013 -0.017
0.046 -0.021 -0.043
-0.100 0.168 -0.048
0.254 0.069 -0.058
0.157 0.071 0.003
0.113 -0.328 0.312
-0.006 0.198 -0.057
-0.038 0.042 -0.035
0.020 0.072 -0.054
0.008 -0.019 -0.033
-0.007 -0.031 0.059
-0.100 0.138 -0.088
0.033 -0.032 -0.017
0.102 -0.236 0.104
0.077 -0.120 -0.139
0.027 -0.007 0.023
-0.042 0.042 -0.001
-0.146 0.012 -0.053
-0.031 0.010 0.080
-0.017 0.056 -0.051
0.187 -0.028 0.241
-0.147 0.222 -0.277
-0.055 -0.007 -0.066
0.091 -0.020 0.024
-0.006 0.003 -0.001
-0.059 -0.007 -0.157
0.059 -0.005 0.070
0.003 -0.043 -0.050
-0.068 0.002 0.006
-0.037 -0.019 -0.062
0.103 -0.043 -0.080
-0.056 0.210 0.224
0.106 -0.068 0.100
0.003 0.079 -0.004
-0.061 -0.024 -0.044

## Properties
Energy relative to the best compared isomer or geometry (same formula, charge and spin), kcal/mol: 0.0
Charge: +1
Lowest unoccupied orbital energy, eV: -3.6
Gap between HOMO and LUMO, eV: 7.705
DFT total energy, eV: -108712.150

=====

Entry 4:
A molecular structure, C10H8AuF6N4O4S4. Source: the OMol25 dataset; level of theory: wB97M-V/def2-TZVPD.

Cartesian coordinates (Å):
Au: 1.2603 1.1208 -0.3385
C: -1.3580 5.0775 2.0114
S: -0.8308 3.6758 2.9866
C: 0.0387 2.7389 1.8886
S: 0.3777 3.1928 0.2975
N: 0.3949 1.5553 2.5361
N: 1.0335 0.7428 1.7451
C: 1.3495 -0.4708 2.1221
C: 1.9739 -1.3226 1.1330
C: 2.3924 -2.5927 1.4726
C: 2.9639 -3.3967 0.4883
C: 3.0808 -2.9010 -0.7894
C: 2.6301 -1.6053 -1.0725
N: 2.1004 -0.8362 -0.1393
H: -2.1797 5.5211 2.5698
H: -1.7126 4.7584 1.0314
H: -0.5410 5.7910 1.9137
H: 1.1126 -0.8300 3.1184
H: 2.2641 -2.9483 2.4861
H: 3.3008 -4.3961 0.7266
H: 3.5054 -3.4958 -1.5859
H: 2.6852 -1.1981 -2.0719
F: -1.3424 -1.9711 1.6624
C: -1.6920 -2.1063 0.3662
F: -0.5809 -2.4788 -0.2938
F: -2.5872 -3.0583 0.2556
S: -2.2905 -0.4793 -0.2209
O: -1.1039 0.3784 -0.1140
O: -3.3776 -0.1402 0.6378
N: -2.5944 -0.8824 -1.6966
S: -2.5722 0.2259 -2.8405
O: -3.2463 -0.2753 -3.9879
O: -2.7873 1.5619 -2.3643
C: -0.7840 0.2446 -3.3879
F: -0.1212 1.3512 -2.9284
F: -0.0832 -0.8063 -2.9215
F: -0.6790 0.2549 -4.6959

Forces on the atoms, in the same order (eV/Å):
-0.021 0.100 -0.120
-0.027 0.087 0.010
-0.196 0.021 0.036
0.015 -0.234 0.198
0.041 0.034 -0.123
0.099 0.229 -0.406
-0.024 -0.241 0.394
0.002 0.044 -0.286
-0.113 0.177 0.028
0.033 -0.129 -0.058
-0.005 -0.039 0.073
-0.004 0.056 -0.123
-0.048 -0.115 0.093
-0.017 -0.061 -0.044
0.038 0.059 0.011
-0.006 -0.057 0.035
-0.015 0.008 -0.047
0.013 0.073 0.024
0.004 0.002 -0.011
-0.008 0.003 -0.003
-0.008 0.017 -0.001
0.010 0.010 -0.031
0.039 -0.031 0.094
0.215 -0.104 0.071
0.064 0.037 -0.043
-0.117 -0.023 0.054
0.103 0.243 -0.435
-0.102 -0.186 0.389
0.057 -0.070 -0.091
-0.169 0.312 0.090
-0.230 0.072 -0.041
0.030 0.030 0.102
0.010 -0.258 -0.023
0.598 0.208 0.195
-0.155 -0.168 0.142
-0.013 -0.119 0.095
-0.092 0.013 -0.246

## Properties
Charge: +1
Lowest unoccupied orbital energy (alpha / beta), eV: -5.8 / -7.7
Multiplicity: 3
Gap between HOMO and LUMO (alpha / beta), eV: 6.783 / 4.901
DFT total energy, eV: -87976.678

=====

Entry 5:
A molecular structure, C10H8BrF4InNO2. Source: the OMol25 dataset; level of theory: wB97M-V/def2-TZVPD.

Cartesian coordinates (Å):
O: -2.9695 0.5609 -0.2338
C: -2.4021 -0.3808 -0.6978
O: -2.5589 -0.6658 -2.0763
Br: -1.6191 0.4954 -3.0942
N: -1.5991 -1.3150 -0.0442
C: -0.3141 -1.5673 -0.6619
C: 0.6968 -0.4639 -0.5783
C: 0.4216 1.0097 -0.5258
C: 1.4380 1.9033 -0.4587
C: 2.8375 1.4730 -0.4741
C: 3.1134 0.0380 -0.5514
C: 2.1157 -0.8690 -0.5819
C: -1.6217 -1.2924 1.4109
F: -2.9000 -1.4118 1.7896
F: -0.9946 -2.3535 1.9358
C: -1.0692 -0.0057 2.1084
F: 0.2739 -0.0980 2.3566
F: -1.6771 0.1109 3.2894
H: 0.1530 -2.4727 -0.2075
H: -0.4322 -1.8337 -1.7428
H: -0.6113 1.3673 -0.5169
H: 1.2620 3.0025 -0.3887
H: 3.6698 2.1905 -0.4451
H: 4.1712 -0.2507 -0.5854
H: 2.3894 -1.9301 -0.6371
H: -1.2592 0.9364 1.5617
In: -0.5143 3.8226 0.0494

Forces on the atoms, in the same order (eV/Å):
0.685 -0.596 0.184
-1.484 0.677 -0.444
1.221 -0.423 0.489
-0.263 -0.044 0.041
0.837 0.947 -0.356
0.571 -0.161 -0.392
0.655 -0.281 -0.244
-0.053 -0.330 0.223
1.894 -0.083 -0.202
-1.381 -0.876 -0.097
0.811 1.213 0.015
-0.473 -0.360 -0.038
-1.404 -0.585 2.048
0.220 0.411 -0.696
0.560 0.373 -1.034
-0.200 0.719 1.425
-0.152 -0.234 -0.907
0.213 -0.161 -0.422
-0.313 0.233 -0.211
0.016 -0.106 0.442
0.206 -0.480 0.017
1.207 -1.544 -0.449
-0.350 -0.199 0.049
-0.438 -0.090 0.019
-0.363 0.294 0.053
-0.033 -0.420 -0.206
-2.186 2.109 0.691

## Properties
Charge: +3
Lowest unoccupied orbital energy, eV: -17.2
Gap between HOMO and LUMO, eV: 4.155
DFT total energy, eV: -102131.483

=====

Entry 6:
C10H8BrNO in the gas phase. Source: the OMol25 dataset; level of theory: wB97M-V/def2-TZVPD.

Cartesian coordinates (Å):
C: -0.5619 -0.0291 -1.7972
C: 1.2877 0.7806 -0.5282
C: 0.0153 0.5694 -2.8924
C: 0.1213 0.0047 -0.5813
C: 1.7849 1.3429 -1.6923
C: -1.9222 -0.1542 1.9417
C: -1.7112 -0.9202 0.8821
C: 0.6962 -1.7153 1.1937
C: -0.4698 0.4258 1.9495
C: -0.2523 -0.5215 0.7188
N: 1.2099 1.1803 -2.8520
O: 1.7710 -2.0169 0.7605
Br: 3.4449 2.2275 -1.7335
H: -1.5679 -0.5029 -1.7509
H: 1.8875 0.9854 0.3723
H: -0.5333 0.4928 -3.7689
H: -2.5999 0.1550 2.6772
H: -2.4558 -1.5334 0.3943
H: 0.4039 -2.2989 2.0593
H: -0.5970 1.5022 1.7804
H: 0.0485 0.0256 2.8669

Forces on the atoms, in the same order (eV/Å):
-0.844 -0.826 1.741
0.864 0.309 0.092
0.875 -0.157 1.684
2.031 2.293 -0.327
-0.405 -0.930 -0.248
2.814 0.757 -0.035
-1.100 0.063 0.560
0.403 0.668 -0.297
-1.729 -1.345 0.811
-0.729 -2.429 0.555
-0.996 0.243 -1.057
-0.032 0.539 -0.812
0.241 0.243 0.230
0.880 0.358 -0.703
-0.674 -0.480 -0.215
-0.420 0.234 -1.968
-1.576 -0.184 0.499
0.435 -0.370 -0.433
-1.138 0.037 0.662
1.138 -0.241 0.080
-0.039 1.220 -0.820

## Properties
Energy relative to the best compared isomer or geometry (same formula, charge and spin), kcal/mol: 22.0
Charge: 0
Structure (SMILES): O=C[C@@]1(c2ccnc(Br)c2)C=CC1
Lowest unoccupied orbital energy, eV: 0.6
Gap between HOMO and LUMO, eV: 9.980
DFT total energy, eV: -84076.918